No. 1
C36H53N4OP2Sn | wB97M-V/def2-TZVPD

Properties
- LUMO (spin up / spin down) (eV) = -2.90 / -2.90
- HOMO (spin up / spin down) (hartree) = -0.3139 / -0.3139
- energy relative to the best compared isomer or geometry (same formula, charge and spin) (kcal/mol) = 94.22
- charge = +1

Last column: Mulliken charge in e.
Atoms and positions in Å:
C (1.2556, 0.5318, -2.4011)  0.1024
C (-0.9859, 0.2423, -2.1264)  -0.2010
C (1.0888, 0.9543, -3.7199)  -0.8544
C (-1.2696, 0.7984, -3.3874)  -0.7027
C (-0.1964, 1.1241, -4.2165)  -1.0107
H (1.9696, 1.0775, -4.3262)  0.5560
H (-2.3183, 0.9530, -3.6468)  0.5501
H (-0.3544, 1.5567, -5.1952)  0.4688
N (0.2260, 0.4702, -1.5598)  0.9954
P (2.8077, 0.5541, -0.0735)  0.5624
P (-2.9055, -0.9534, 0.0209)  0.1154
C (2.6208, 0.1959, -1.8459)  -1.2357
H (2.9444, -0.8502, -2.0414)  0.5167
H (3.3519, 0.7705, -2.4212)  0.5816
C (0.6979, -1.2810, 3.2104)  0.1770
O (0.2890, -2.2541, 3.6790)  -0.2100
C (-1.8376, -0.8808, -1.5403)  0.0343
H (-2.6674, -0.8763, -2.2413)  0.7925
C (-4.0348, -2.3895, -0.4942)  2.2755
C (-3.6244, 0.3228, 1.1862)  2.5981
C (3.9287, -0.7671, 0.6187)  1.8846
C (3.4813, 2.3100, 0.0071)  2.3419
C (-3.5874, -3.5898, 0.3620)  -1.5955
H (-3.6096, -3.3639, 1.4340)  0.3120
H (-4.2552, -4.4429, 0.1744)  0.4835
H (-2.5726, -3.9071, 0.1073)  0.2381
C (-5.5135, -2.0750, -0.2272)  -2.1005
H (-5.7694, -1.9304, 0.8265)  0.2959
H (-5.8397, -1.2015, -0.7994)  0.4481
H (-6.1208, -2.9201, -0.5830)  0.5094
C (-4.0128, -2.8109, -1.9837)  -2.0618
H (-4.5688, -3.7579, -2.0978)  0.5769
H (-4.4944, -2.0483, -2.6040)  0.3752
H (-3.0009, -2.9830, -2.3601)  0.4729
C (-4.1064, -0.4359, 2.4366)  -1.6580
H (-3.2808, -0.9805, 2.9137)  0.2399
H (-4.4854, 0.2880, 3.1697)  0.5212
H (-4.9191, -1.1462, 2.2430)  0.2693
C (-2.5650, 1.3392, 1.5883)  -2.0726
H (-1.8220, 0.9345, 2.2862)  0.0208
H (-2.0391, 1.7426, 0.7193)  0.0172
H (-3.0259, 2.1961, 2.0912)  0.8253
C (-4.7542, 1.0433, 0.4411)  -1.8791
H (-5.5719, 0.3774, 0.1449)  0.3592
H (-5.1881, 1.8123, 1.0951)  0.5557
H (-4.3641, 1.5402, -0.4572)  0.2686
C (3.9669, 2.6286, 1.4302)  -1.9130
H (4.2803, 3.6851, 1.4660)  0.5481
H (3.1660, 2.5112, 2.1733)  0.2908
H (4.8322, 2.0292, 1.7426)  0.3442
C (2.3196, 3.2525, -0.3301)  -1.7988
H (1.8704, 3.0445, -1.3091)  0.1742
H (1.5357, 3.2057, 0.4380)  0.2030
H (2.6985, 4.2861, -0.3563)  0.6085
C (4.6116, 2.5118, -1.0120)  -1.7702
H (5.0851, 3.4851, -0.8185)  0.5199
H (5.4018, 1.7532, -0.9492)  0.2604
H (4.2348, 2.5376, -2.0398)  0.4117
C (3.4226, -2.1492, 0.1529)  -1.8220
H (3.6929, -2.3468, -0.8926)  0.3993
H (3.8829, -2.9510, 0.7599)  0.5208
H (2.3323, -2.2625, 0.2526)  0.3487
C (3.9410, -0.7351, 2.1678)  -1.3128
H (2.9413, -0.9160, 2.5972)  -0.0262
H (4.6317, -1.5201, 2.5408)  0.5353
H (4.3074, 0.2290, 2.5489)  0.2622
C (5.3721, -0.5467, 0.1314)  -1.9595
H (5.4399, -0.5236, -0.9643)  0.3496
H (5.8062, 0.3793, 0.5363)  0.3460
H (6.0149, -1.3738, 0.4835)  0.5148
Sn (0.4271, 0.2121, 0.9330)  0.6244
N (-0.1939, -1.7857, 0.1896)  -0.8310
C (-0.9797, -1.9112, -0.8569)  -0.8432
C (-0.6173, -3.1471, -1.6875)  0.7237
C (-0.1566, -4.3682, -1.1657)  0.0721
C (-0.7343, -2.8838, -3.0377)  0.0093
C (0.1659, -5.3850, -2.0651)  -1.0409
H (-0.1019, -4.5159, -0.0759)  0.5088
C (-0.4232, -3.8722, -3.9576)  -0.9722
H (-1.1218, -1.9252, -3.3829)  0.2144
C (-0.0213, -5.1027, -3.4250)  -0.6213
H (0.5074, -6.3557, -1.7017)  0.4641
H (-0.5406, -3.6743, -5.0307)  0.4513
H (0.0863, -5.9219, -4.1334)  0.3811
N (-0.8328, 4.5495, 1.1127)  -0.2575
C (-0.2060, 4.2922, 2.2743)  0.8108
C (-0.0741, 5.3035, 3.2557)  -1.1209
C (0.6135, 4.9908, 4.4225)  -0.3595
C (1.1287, 3.6919, 4.5757)  -0.9508
C (0.9352, 2.7696, 3.5397)  -0.3810
N (0.2817, 3.0371, 2.3972)  0.3061
H (-0.9262, 3.8650, 0.3833)  0.1187
H (-1.2404, 5.4530, 0.9198)  0.1989
H (-0.5069, 6.2871, 3.0315)  0.3977
H (0.7521, 5.7467, 5.1952)  0.3984
H (1.6673, 3.3915, 5.4798)  0.4486
H (1.3236, 1.7554, 3.6542)  0.4552



No. 2
C36H54BrFNO13P2S | wB97M-V/def2-TZVPD

Properties
- LUMO (eV) = 0.25
- HOMO (hartree) = -0.1951
- charge = -1

Last column: Mulliken charge in e.
Atoms and positions in Å:
C (-2.3451, 5.2140, 1.2135)  -0.7708
C (-3.6311, 5.1007, 0.4210)  0.6056
O (-4.4547, 5.9237, 0.5803)  -0.5730
O (-3.8015, 4.0913, -0.4676)  -0.0028
C (-5.0686, 3.4310, -0.3493)  -0.7698
C (-5.2399, 2.4064, -1.4683)  -1.0376
C (-4.0273, 1.4358, -1.6442)  0.8000
C (-4.3366, -0.0315, -1.2949)  -1.2572
C (-3.0446, -0.9093, -1.1901)  -0.6786
C (-2.5887, -1.2226, 0.2543)  -1.1222
C (-1.8832, -0.0511, 0.9799)  1.0068
P (-3.2499, 0.9583, 1.8239)  0.2365
O (-2.4816, 2.0620, 2.8066)  -0.4921
Br (-4.3414, -0.4522, 3.2404)  -0.3272
O (-1.1505, 0.6998, 0.0844)  0.1574
P (0.5982, 0.4177, 0.2290)  1.4982
F (0.3969, -1.2725, 0.0121)  -0.6089
S (2.7317, -0.0096, 0.5689)  -0.5907
C (0.6932, 2.2621, 0.7864)  -0.2291
C (1.6864, 3.1555, 0.0135)  0.6421
C (2.6014, 4.0115, 0.9196)  -1.0417
N (1.8691, 5.2748, 1.2125)  -0.5338
C (0.6266, 0.7235, -1.6347)  -0.3216
C (1.9062, 0.4366, -2.4414)  -0.9123
C (2.1793, -1.0808, -2.6435)  -0.5939
C (3.6532, -1.4775, -2.3949)  -0.1593
C (3.8989, -2.8702, -3.0287)  -0.7363
O (3.9031, -3.8690, -1.9879)  -0.3085
C (5.1116, -4.3816, -1.6789)  0.7603
C (5.1491, -5.8629, -1.4385)  -0.8132
O (6.0556, -3.6941, -1.5625)  -0.5439
O (0.3773, 0.0244, 1.9093)  -0.8407
C (-0.9063, -0.4631, 2.1695)  -1.0653
C (-0.9586, -1.9365, 2.5998)  -0.2555
C (0.0637, -2.2301, 3.6946)  -0.8139
O (0.2032, -3.6703, 3.9561)  -0.2803
C (-0.4920, -3.9430, 5.1299)  0.6367
C (-1.9864, -4.1429, 4.9741)  -1.0536
O (0.0902, -3.9747, 6.1418)  -0.5274
H (-1.8916, 6.1950, 1.0899)  0.3786
H (-1.6335, 4.4248, 0.9762)  0.0552
H (-2.6155, 5.0814, 2.2622)  0.3051
H (-5.8695, 4.1671, -0.4892)  0.4491
H (-5.2392, 2.9802, 0.6289)  0.4196
H (-6.1036, 1.7803, -1.2117)  0.4204
H (-5.4961, 2.8900, -2.4158)  0.3286
H (-3.1957, 1.7705, -1.0177)  -0.3793
H (-3.6208, 1.4331, -2.6633)  0.3252
H (-4.9983, -0.4892, -2.0409)  0.4014
H (-4.8553, -0.1164, -0.3309)  0.4550
H (-2.2577, -0.4537, -1.7934)  -0.0475
H (-3.2746, -1.8730, -1.6604)  0.5182
H (-3.4704, -1.5687, 0.8080)  0.6385
H (-1.9141, -2.0785, 0.1772)  0.4041
H (-2.6549, 1.8702, 3.7408)  0.3361
H (3.4634, 0.9900, 0.0380)  0.1393
H (1.0344, 2.2228, 1.8251)  0.7090
H (-0.2959, 2.7112, 0.8144)  -1.2387
H (2.3233, 2.6544, -0.7202)  -0.1153
H (1.1013, 3.8948, -0.5532)  0.0132
H (2.8284, 3.5157, 1.8639)  0.4014
H (3.5113, 4.3093, 0.3758)  0.3460
H (2.3928, 5.8427, 1.8716)  0.2093
H (1.7670, 5.8174, 0.3620)  0.1976
H (0.2902, 1.7355, -1.8902)  0.1151
H (-0.1464, 0.0692, -2.0568)  0.1306
H (2.7973, 0.9870, -2.1401)  0.3960
H (1.7073, 0.8044, -3.4635)  0.4205
H (1.5038, -1.7006, -2.0489)  0.1098
H (1.9951, -1.3453, -3.6939)  0.5478
H (3.8380, -1.6169, -1.3323)  0.0356
H (4.3295, -0.7246, -2.8080)  0.3172
H (3.0860, -3.1567, -3.7019)  0.4121
H (4.8064, -2.8850, -3.6392)  0.4019
H (4.5236, -6.1352, -0.5761)  0.0899
H (4.7710, -6.4065, -2.3089)  0.3054
H (6.1825, -6.1548, -1.2590)  0.3072
H (-1.1274, 0.0581, 3.1229)  0.7433
H (-1.9759, -2.2535, 2.8455)  0.3651
H (-0.6729, -2.5558, 1.7390)  -0.0011
H (-0.2650, -1.7419, 4.6194)  0.1073
H (1.0319, -1.8701, 3.3472)  0.6358
H (-2.2300, -4.1978, 3.9160)  0.3159
H (-2.2893, -5.0384, 5.5171)  0.3661
H (-2.5102, -3.2832, 5.4020)  0.2796
C (-0.6976, 3.8506, -5.8589)  -0.4685
C (-1.8775, 3.7109, -6.4571)  -0.4345
C (-3.1456, 3.8275, -5.6953)  0.3351
O (-4.2217, 3.6976, -6.2430)  -0.5791
C (-3.0464, 4.1069, -4.2440)  -0.2162
C (-1.8664, 4.2473, -3.6437)  -0.0769
C (-0.5985, 4.1312, -4.4041)  0.2699
O (0.4782, 4.2616, -3.8629)  -0.5325
H (0.2383, 3.7683, -6.3973)  0.4358
H (-1.9693, 3.5069, -7.5166)  0.4094
H (-3.9805, 4.1894, -3.7029)  0.3973
H (-1.7779, 4.4507, -2.5831)  0.4253
C (5.1028, -4.8674, 3.8729)  -0.4737
C (4.9569, -5.6541, 2.8109)  -0.3386
C (3.6742, -5.7141, 2.0715)  0.1145
O (3.5402, -6.4365, 1.1007)  -0.6917
C (2.5614, -4.8644, 2.5571)  -0.1393
C (2.7041, -4.0762, 3.6207)  -0.3289
C (3.9880, -4.0155, 4.3621)  0.0323
O (4.1278, -3.3002, 5.3308)  -0.5818
H (6.0312, -4.8096, 4.4272)  0.4139
H (5.7580, -6.2812, 2.4395)  0.4387
H (1.6337, -4.9219, 2.0021)  0.4951
H (1.8990, -3.4506, 3.9896)  0.9399